w | {"formula": "C7H5NOS", "method": "wB97M-V/def2-TZVPD", "symbols": ["C", "C", "C", "C", "C", "C", "C", "N", "O", "S", "H", "H", "H", "H", "H"], "positions_angstrom": [[0.017, -1.230, -2.349], [0.199, -1.262, -3.608], [-0.661, -1.543, -1.122], [-0.607, -1.009, 0.071], [1.141, 0.655, -0.495], [0.233, 0.143, 0.301], [0.077, 0.483, 1.852], [-0.934, 1.309, 2.059], [0.774, -0.043, 2.609], [1.907, 1.910, -1.258], [-1.266, -2.442, -1.133], [-1.256, -1.371, 0.839], [-1.418, 1.578, 1.219], [-1.099, 1.701, 2.966], [2.894, 1.119, -1.952]], "homo_energy_ev": [-8.35, -8.35]}

=====

x | {"formula": "C7H5NOS", "method": "wB97M-V/def2-TZVPD", "symbols": ["C", "C", "C", "C", "C", "C", "C", "N", "O", "S", "H", "H", "H", "H", "H"], "positions_angstrom": [[1.457, 2.177, 0.134], [0.189, 1.937, 0.257], [2.401, 1.194, 0.088], [1.844, -0.091, 0.036], [-0.372, 0.783, 0.119], [0.481, -0.342, 0.102], [-0.278, -1.687, -0.063], [-1.418, -1.559, -0.692], [0.358, -2.701, 0.240], [-3.238, 1.099, 0.069], [3.465, 1.199, 0.016], [2.604, -0.887, -0.034], [-1.779, -0.561, -0.738], [-2.253, -2.201, -0.714], [-3.461, 1.639, 1.180]], "homo_energy_ev": [-9.26, -9.26]}

=====

Relative energies, unit kJ/mol: w 40.1; x 0.0

=====

w | {"formula": "C6H6N2O2", "method": "wB97M-V/def2-TZVPD", "symbols": ["O", "C", "C", "C", "C", "C", "N", "C", "N", "H", "H", "H", "H", "O", "H", "H"], "positions_angstrom": [[-0.238, 3.713, 1.075], [-0.749, 2.645, 0.789], [-0.010, 1.498, 0.287], [1.358, 1.303, 0.100], [1.541, -0.037, -0.284], [0.282, -0.637, -0.285], [-0.644, 0.320, -0.012], [-0.044, -2.063, -0.426], [0.543, -2.831, -1.244], [-1.848, 2.497, 0.883], [2.129, 2.045, 0.292], [2.474, -0.554, -0.484], [-1.645, 0.165, 0.065], [-1.345, -2.463, -0.058], [-1.674, -1.952, 0.691], [-0.131, -3.648, -1.388]], "smiles": "[H]/N=C(\\O)c1ccc(C=O)[nH]1", "homo_energy_ev": -8.92}

=====

x | {"formula": "C6H6N2O2", "method": "wB97M-V/def2-TZVPD", "symbols": ["C", "C", "C", "C", "C", "C", "H", "H", "H", "H", "H", "H", "N", "N", "O", "O"], "positions_angstrom": [[-0.063, -0.804, -2.429], [0.193, 0.296, -2.063], [0.452, 1.165, 1.540], [1.223, 0.584, 0.483], [0.740, -0.400, -0.363], [-1.243, -0.553, 1.040], [-0.406, -1.711, -2.824], [0.549, 1.147, -1.557], [-1.530, 1.058, 2.502], [2.081, 1.294, 0.357], [1.463, -0.794, -1.223], [-0.941, -1.576, -0.721], [-0.945, 0.680, 1.683], [-0.506, -0.970, -0.077], [0.936, 2.024, 2.221], [-2.004, -1.439, 1.429]], "homo_energy_ev": -8.85}

=====

Relative energies, unit kJ/mol: w 0.0; x 484.5